1.
This record from the OMol25 dataset describes C27H29BrFMnN3O8 as an isolated structure. The level of theory is the ωB97M-V functional and the def2-TZVPD basis.

- E_tot (eV) = -153387.683
- total charge = +2
- orbital gap (alpha / beta) (eV) = 5.11 / 6.34
- HOMO (alpha / beta) (eV) = -12.6 / -12.6
- multiplicity = 4

Positions of all 70 atoms, in Å:
1 Mn 2.70 2.29 0.04
2 C -0.29 -3.28 4.11
3 C -1.04 -1.99 3.80
4 N -0.40 -1.22 2.71
5 C 0.41 -0.22 3.04
6 C 1.10 0.55 2.12
7 C 1.94 1.64 2.69
8 O 2.00 1.86 3.86
9 O 2.65 2.35 1.81
10 C 0.95 0.27 0.77
11 O 1.55 0.90 -0.20
12 C 0.08 -0.81 0.39
13 C -0.11 -1.15 -0.96
14 C -0.92 -2.19 -1.29
15 F -1.02 -2.52 -2.59
16 C -1.60 -2.97 -0.33
17 C -1.41 -2.63 1.00
18 C -0.58 -1.56 1.37
19 N -2.43 -4.05 -0.66
20 C -2.95 -4.28 -2.01
21 C -4.08 -5.31 -1.94
22 N -4.79 -5.15 -0.63
23 C -3.91 -5.57 0.52
24 C -2.46 -5.24 0.15
25 H -0.81 -3.82 4.89
26 H 0.72 -3.06 4.46
27 H -0.20 -3.92 3.23
28 H -1.05 -1.33 4.67
29 H -2.08 -2.16 3.53
30 H 0.52 0.02 4.09
31 H 0.40 -0.60 -1.74
32 H -1.94 -3.18 1.77
33 H -2.20 -4.65 -2.71
34 H -3.34 -3.34 -2.41
35 H -3.72 -6.34 -1.97
36 H -4.80 -5.17 -2.75
37 H -5.66 -5.69 -0.63
38 H -5.06 -4.17 -0.52
39 H -4.06 -6.63 0.69
40 H -4.26 -5.02 1.40
41 H -2.01 -6.08 -0.39
42 H -1.88 -5.12 1.06
43 C 4.10 0.99 -3.49
44 C 4.45 1.92 -2.35
45 C 5.45 3.00 -2.74
46 O 3.22 2.57 -1.86
47 C 4.96 1.15 -1.14
48 O 5.93 0.46 -1.17
49 O 4.24 1.34 -0.01
50 H 3.79 1.55 -4.37
51 H 3.31 0.29 -3.20
52 H 4.98 0.41 -3.75
53 H 5.12 3.53 -3.64
54 H 6.41 2.52 -2.96
55 H 5.60 3.71 -1.93
56 H 2.72 3.01 -2.55
57 Br -2.17 9.34 -0.44
58 C -1.37 7.66 -0.19
59 C -2.13 6.62 0.35
60 C -1.54 5.39 0.53
61 C -0.21 5.18 0.17
62 C 0.54 6.23 -0.37
63 C -0.05 7.47 -0.55
64 C 0.38 3.85 0.41
65 O -0.15 2.95 1.01
66 O 1.60 3.69 -0.17
67 H -3.16 6.79 0.62
68 H -2.10 4.57 0.96
69 H 1.57 6.08 -0.64
70 H 0.52 8.30 -0.96

Atomic partial charges in e from the Mulliken method, atoms 1 to 5: atom 1 (Mn): 0.6286, atom 2 (C): -0.9720, atom 3 (C): -0.9964, atom 4 (N): 0.1744, atom 5 (C): -0.2735


2.
This record from the OMol25 dataset describes C27H29BrHfN6O3PS as an isolated structure in a non-equilibrium geometry. The level of theory is the ωB97M-V functional and the def2-TZVPD basis.

- E_tot (eV) = -135007.757
- total charge = +3
- orbital gap (eV) = 7.25
- HOMO (eV) = -15.7
- energy relative to the best compared isomer or geometry (same formula, charge and spin) (eV) = 0.0000

Positions of all 69 atoms, in Å:
1 Hf 0.28 0.18 0.31
2 C 4.66 -3.56 0.30
3 N 3.45 -2.88 0.77
4 C 2.91 -3.02 2.02
5 C 1.83 -2.19 2.08
6 N 1.69 -1.56 0.86
7 C 2.70 -1.99 0.09
8 P 3.03 -1.45 -1.62
9 C 3.06 0.35 -1.28
10 N 2.11 1.04 -0.62
11 C 2.55 2.34 -0.54
12 C 3.76 2.43 -1.15
13 N 4.07 1.17 -1.61
14 C 5.30 0.84 -2.33
15 C 1.31 -1.57 -2.20
16 N 0.23 -1.11 -1.55
17 C -0.87 -1.50 -2.29
18 C -0.44 -2.21 -3.37
19 N 0.93 -2.24 -3.30
20 C 1.78 -2.91 -4.30
21 H 4.81 -4.44 0.91
22 H 5.52 -2.90 0.39
23 H 4.53 -3.86 -0.74
24 H 3.33 -3.69 2.75
25 H 1.16 -2.03 2.90
26 H 1.96 3.11 -0.07
27 H 4.42 3.27 -1.30
28 H 6.14 0.85 -1.63
29 H 5.46 1.59 -3.10
30 H 5.20 -0.14 -2.78
31 H -1.87 -1.23 -2.01
32 H -0.98 -2.67 -4.17
33 H 1.78 -3.98 -4.11
34 H 2.79 -2.52 -4.23
35 H 1.39 -2.70 -5.28
36 Br -4.92 5.76 -3.40
37 C -3.83 4.55 -2.50
38 C -2.67 5.01 -1.87
39 C -1.87 4.12 -1.20
40 C -2.22 2.77 -1.15
41 C -3.40 2.31 -1.78
42 C -4.20 3.20 -2.45
43 C -1.40 1.83 -0.46
44 O -1.64 0.56 -0.40
45 O -0.30 2.18 0.16
46 H -2.42 6.06 -1.92
47 H -0.97 4.47 -0.70
48 H -3.67 1.27 -1.72
49 H -5.11 2.88 -2.93
50 C -5.37 -1.98 2.72
51 C -4.14 -1.13 2.78
52 C -4.15 0.12 3.40
53 C -3.01 0.91 3.47
54 C -1.83 0.44 2.91
55 C -1.81 -0.78 2.24
56 C -2.95 -1.56 2.18
57 S -0.38 1.44 3.11
58 C 0.08 1.07 4.78
59 O 0.67 0.60 2.27
60 H -5.78 -1.99 1.70
61 H -6.14 -1.62 3.39
62 H -5.13 -3.01 2.98
63 H -5.07 0.48 3.85
64 H -3.05 1.87 3.96
65 H -0.90 -1.21 1.79
66 H -2.92 -2.51 1.67
67 H 0.10 -0.01 4.93
68 H -0.66 1.54 5.42
69 H 1.06 1.52 4.96

Atomic partial charges in e from the Mulliken method, atoms 1 to 5: atom 1 (Hf): 1.4923, atom 2 (C): -0.8431, atom 3 (N): 0.1453, atom 4 (C): -0.6347, atom 5 (C): -0.4631


3.
This record from the OMol25 dataset describes a 4-piece molecular cluster, C27H29ClIN3O10S overall in a non-equilibrium geometry. The level of theory is the ωB97M-V functional and the def2-TZVPD basis.

- E_tot (eV) = -84864.316
- orbital gap (eV) = 9.14
- HOMO (eV) = -9.8
- SMILES string = CC[C@H](I)[C@H]1CCS(=O)(=O)O[C@@H]1CC(=O)Cl.O=[N+]([O-])c1ccccc1.O=[N+]([O-])c1ccccc1.O=[N+]([O-])c1ccccc1

Positions of all 72 atoms, in Å:
1 C -0.04 1.14 0.10
2 C -0.99 1.10 -1.08
3 C -1.06 -0.32 -1.62
4 I -1.56 -0.15 -3.72
5 C -2.05 -1.14 -0.80
6 C -3.42 -1.22 -1.37
7 C -4.40 -1.88 -0.38
8 S -3.74 -2.75 1.04
9 O -4.34 -4.03 1.08
10 O -3.91 -1.92 2.17
11 O -2.18 -2.86 0.83
12 C -1.68 -2.58 -0.50
13 C -0.23 -2.91 -0.53
14 C 0.22 -4.29 -0.19
15 O 1.38 -4.65 -0.37
16 Cl -0.96 -5.43 0.47
17 H -0.39 0.50 0.89
18 H 0.11 2.14 0.44
19 H 0.92 0.77 -0.22
20 H -0.59 1.74 -1.84
21 H -1.97 1.45 -0.82
22 H -0.06 -0.69 -1.61
23 H -2.17 -0.63 0.14
24 H -3.79 -0.26 -1.65
25 H -3.37 -1.87 -2.21
26 H -4.97 -2.60 -0.91
27 H -5.08 -1.16 0.03
28 H -2.21 -3.22 -1.19
29 H 0.11 -2.76 -1.53
30 H 0.30 -2.19 0.05
31 O -1.43 3.94 -0.83
32 N -1.37 5.06 -1.29
33 O -0.91 6.03 -0.72
34 C -1.88 5.24 -2.66
35 C -2.42 4.16 -3.32
36 C -2.92 4.34 -4.59
37 C -2.87 5.59 -5.19
38 C -2.31 6.66 -4.52
39 C -1.81 6.50 -3.24
40 H -2.46 3.19 -2.84
41 H -3.35 3.50 -5.12
42 H -3.26 5.72 -6.19
43 H -2.27 7.64 -4.98
44 H -1.38 7.33 -2.70
45 O 2.33 -0.97 -0.50
46 N 3.27 -0.92 0.27
47 O 3.28 -0.33 1.32
48 C 4.49 -1.64 -0.10
49 C 4.54 -2.30 -1.31
50 C 5.70 -2.97 -1.66
51 C 6.79 -2.96 -0.80
52 C 6.72 -2.30 0.42
53 C 5.56 -1.63 0.78
54 H 3.69 -2.30 -1.98
55 H 5.76 -3.49 -2.60
56 H 7.70 -3.48 -1.07
57 H 7.56 -2.30 1.09
58 H 5.49 -1.11 1.72
59 O 3.69 0.36 5.28
60 N 3.01 -0.49 4.75
61 O 3.45 -1.44 4.14
62 C 1.55 -0.35 4.83
63 C 1.02 0.75 5.47
64 C -0.35 0.90 5.52
65 C -1.17 -0.06 4.93
66 C -0.62 -1.16 4.29
67 C 0.75 -1.31 4.24
68 H 1.67 1.49 5.92
69 H -0.78 1.75 6.01
70 H -2.25 0.06 4.96
71 H -1.26 -1.89 3.84
72 H 1.19 -2.16 3.75

Atomic partial charges in e from the Mulliken method, atoms 1 to 5: atom 1 (C): -1.2063, atom 2 (C): -0.7239, atom 3 (C): -0.5563, atom 4 (I): 0.0144, atom 5 (C): 0.6943


4.
This record from the OMol25 dataset describes an isolated ion of composition C27H29F2OS and charge -1 in a non-equilibrium geometry. The level of theory is the ωB97M-V functional and the def2-TZVPD basis.

- E_tot (eV) = -46787.497
- total charge = -1
- orbital gap (eV) = 6.12
- HOMO (eV) = -3.6
- SMILES string = CC(C)(C)c1cc([C@@H](Sc2ccccc2)c2cc(F)cc(F)c2)cc(C(C)(C)C)c1[O-]

Positions of all 60 atoms, in Å:
1 C -4.80 -0.10 3.93
2 C -3.99 -0.70 2.79
3 C -3.85 -2.21 3.03
4 C -4.76 -0.50 1.47
5 C -2.59 -0.01 2.69
6 C -1.41 -0.73 2.75
7 C -0.11 -0.19 2.56
8 C 1.04 -1.17 2.70
9 S 1.48 -3.00 1.83
10 C 2.66 -4.11 2.56
11 C 3.71 -4.53 1.71
12 C 4.71 -5.38 2.16
13 C 4.74 -5.80 3.49
14 C 3.65 -5.49 4.32
15 C 2.63 -4.62 3.87
16 C 2.38 -0.50 2.73
17 C 2.61 0.71 3.45
18 C 3.88 1.32 3.40
19 F 4.08 2.49 4.11
20 C 4.94 0.83 2.64
21 C 4.68 -0.37 1.98
22 F 5.69 -0.94 1.25
23 C 3.45 -1.02 2.00
24 C -0.07 1.23 2.37
25 C -1.20 2.04 2.32
26 C -1.15 3.59 2.11
27 C -1.84 3.96 0.79
28 C 0.29 4.11 2.05
29 C -1.86 4.35 3.24
30 C -2.54 1.44 2.44
31 O -3.60 2.12 2.38
32 H -4.96 0.97 3.75
33 H -5.77 -0.60 3.98
34 H -4.28 -0.25 4.88
35 H -3.30 -2.70 2.21
36 H -3.35 -2.40 3.98
37 H -4.85 -2.66 3.08
38 H -4.20 -0.92 0.63
39 H -5.73 -0.99 1.54
40 H -4.92 0.57 1.31
41 H -1.43 -1.80 2.93
42 H 0.76 -1.82 3.58
43 H 3.66 -4.19 0.68
44 H 5.46 -5.73 1.44
45 H 5.55 -6.45 3.84
46 H 3.60 -5.97 5.31
47 H 1.78 -4.37 4.51
48 H 1.84 1.14 4.10
49 H 5.91 1.35 2.56
50 H 3.41 -1.98 1.48
51 H 0.88 1.75 2.16
52 H -2.89 3.66 0.83
53 H -1.78 5.04 0.63
54 H -1.34 3.46 -0.04
55 H 0.84 3.89 2.98
56 H 0.83 3.67 1.20
57 H 0.29 5.20 1.91
58 H -1.38 4.15 4.20
59 H -1.81 5.43 3.05
60 H -2.92 4.05 3.28

Atomic partial charges in e from the Mulliken method, atoms 1 to 5: atom 1 (C): -1.7537, atom 2 (C): 2.2930, atom 3 (C): -2.1485, atom 4 (C): -1.7123, atom 5 (C): -0.6086


5.
This record from the OMol25 dataset describes C27H29FN2O3SbSe5W as an isolated structure in a non-equilibrium geometry. The level of theory is the ωB97M-V functional and the def2-TZVPD basis.

- E_tot (eV) = -375411.043
- total charge = -1
- orbital gap (alpha / beta) (eV) = 5.61 / 6.04
- HOMO (alpha / beta) (eV) = -4.7 / -4.9
- multiplicity = 3
- energy relative to the best compared isomer or geometry (same formula, charge and spin) (eV) = 1.4595

Positions of all 69 atoms, in Å:
1 W -0.07 -1.30 -0.38
2 C 0.22 2.60 0.50
3 C -0.40 1.61 1.46
4 C 0.38 1.15 2.54
5 C 1.82 1.56 2.63
6 C -0.22 0.35 3.52
7 C 0.55 -0.15 4.71
8 C -1.57 -0.02 3.41
9 C -2.17 -0.83 4.52
10 C -2.32 0.38 2.30
11 C -3.75 -0.08 2.15
12 C -1.74 1.23 1.34
13 C -2.59 1.87 0.26
14 H 0.53 3.51 1.03
15 H -0.46 2.89 -0.29
16 H 1.12 2.20 0.03
17 H 1.93 2.48 3.21
18 H 2.25 1.74 1.65
19 H 2.44 0.80 3.10
20 H 0.19 0.33 5.63
21 H 1.61 0.04 4.64
22 H 0.41 -1.22 4.85
23 H -1.77 -1.85 4.54
24 H -3.25 -0.92 4.43
25 H -1.95 -0.37 5.49
26 H -4.45 0.57 2.69
27 H -3.87 -1.10 2.50
28 H -4.05 -0.09 1.10
29 H -2.29 1.56 -0.74
30 H -2.49 2.96 0.32
31 H -3.65 1.65 0.39
32 Se -0.88 -5.34 -0.99
33 Sb -1.48 -3.58 0.53
34 Se 0.80 -2.64 1.50
35 Se -2.40 -1.61 -1.03
36 Se -2.98 -3.88 2.35
37 C 4.13 0.46 -5.82
38 C 4.88 -0.72 -5.20
39 C 5.22 -1.74 -6.28
40 C 5.44 -3.14 -5.73
41 C 4.20 -3.57 -4.99
42 C 3.68 -4.84 -5.04
43 C 2.58 -5.17 -4.26
44 F 2.12 -6.44 -4.35
45 C 1.97 -4.29 -3.41
46 C 2.50 -2.98 -3.36
47 C 1.93 -2.02 -2.45
48 O 0.80 -2.33 -1.93
49 C 2.67 -0.85 -2.21
50 C 3.65 -0.53 -3.12
51 N 4.07 -1.32 -4.11
52 C 3.57 -2.62 -4.18
53 C 2.52 0.12 -1.07
54 O 3.18 1.15 -1.11
55 O 1.76 -0.25 -0.10
56 H 4.74 0.91 -6.60
57 H 3.88 1.23 -5.09
58 H 3.19 0.11 -6.26
59 H 5.80 -0.37 -4.73
60 H 6.10 -1.38 -6.81
61 H 4.40 -1.77 -7.01
62 H 6.28 -3.13 -5.03
63 H 5.69 -3.84 -6.52
64 H 4.14 -5.61 -5.65
65 H 1.13 -4.56 -2.78
66 H 4.09 0.45 -3.05
67 Se 0.56 1.76 -4.33
68 C 0.08 0.91 -2.86
69 N -0.21 0.34 -1.88

Atomic partial charges in e from the Mulliken method, atoms 1 to 5: atom 1 (W): 0.7516, atom 2 (C): -2.2955, atom 3 (C): 1.3492, atom 4 (C): 0.8603, atom 5 (C): -2.3845


6.
This record from the OMol25 dataset describes a 5-piece molecular cluster, C27H29IN4O6 overall in a non-equilibrium geometry. The level of theory is the ωB97M-V functional and the def2-TZVPD basis.

- E_tot (eV) = -54813.725
- orbital gap (eV) = 9.92
- HOMO (eV) = -9.6
- SMILES string = CC(=O)OCCOC(=O)OCC(=O)I.c1ccncc1.c1ccncc1.c1ccncc1.c1ccncc1

Positions of all 67 atoms, in Å:
1 C -1.54 -0.87 -4.16
2 C -1.83 -2.34 -4.18
3 O -2.04 -2.94 -5.19
4 O -1.88 -2.97 -2.96
5 C -0.55 -3.10 -2.43
6 C -0.61 -4.07 -1.28
7 O 0.37 -3.76 -0.29
8 C 1.57 -4.28 -0.53
9 O 1.99 -4.61 -1.62
10 O 2.29 -4.45 0.60
11 C 2.50 -3.24 1.31
12 C 3.90 -2.72 1.07
13 O 4.62 -3.09 0.20
14 I 4.50 -1.19 2.48
15 H -1.20 -0.56 -3.19
16 H -2.42 -0.31 -4.41
17 H -0.76 -0.65 -4.88
18 H -0.15 -2.14 -2.11
19 H 0.09 -3.49 -3.20
20 H -1.57 -3.98 -0.80
21 H -0.51 -5.08 -1.63
22 H 2.43 -3.45 2.37
23 H 1.77 -2.48 1.07
24 C -1.93 4.58 -2.37
25 C -1.48 3.88 -1.26
26 C -1.67 2.51 -1.22
27 N -2.28 1.82 -2.18
28 C -2.71 2.50 -3.24
29 C -2.56 3.88 -3.38
30 H -1.80 5.65 -2.43
31 H -0.98 4.39 -0.44
32 H -1.33 1.93 -0.37
33 H -3.20 1.92 -4.01
34 H -2.93 4.38 -4.26
35 C 1.13 -7.68 1.79
36 C 2.34 -7.11 2.15
37 C 2.98 -7.58 3.29
38 N 2.50 -8.55 4.06
39 C 1.33 -9.09 3.70
40 C 0.61 -8.70 2.58
41 H 0.60 -7.35 0.91
42 H 2.77 -6.31 1.56
43 H 3.92 -7.16 3.60
44 H 0.97 -9.88 4.34
45 H -0.32 -9.18 2.34
46 C 4.89 4.75 2.71
47 C 4.82 4.22 3.99
48 C 4.51 2.87 4.12
49 N 4.27 2.07 3.09
50 C 4.34 2.60 1.87
51 C 4.64 3.93 1.63
52 H 5.13 5.80 2.57
53 H 5.00 4.83 4.86
54 H 4.44 2.41 5.10
55 H 4.14 1.92 1.05
56 H 4.69 4.31 0.62
57 C -6.30 7.46 0.07
58 C -5.93 7.47 -1.26
59 C -4.70 6.95 -1.61
60 N -3.84 6.43 -0.73
61 C -4.21 6.43 0.55
62 C -5.42 6.93 1.00
63 H -7.26 7.86 0.38
64 H -6.59 7.88 -2.02
65 H -4.37 6.93 -2.64
66 H -3.49 6.00 1.24
67 H -5.67 6.90 2.05

Atomic partial charges in e from the Mulliken method, atoms 1 to 5: atom 1 (C): -0.7150, atom 2 (C): 0.6648, atom 3 (O): -0.5330, atom 4 (O): -0.3286, atom 5 (C): -0.3977


7.
This record from the OMol25 dataset describes C27H29N2O3PtS3Te as an isolated structure. The level of theory is the ωB97M-V functional and the def2-TZVPD basis.

- E_tot (eV) = -80641.644
- total charge = -2
- orbital gap (alpha / beta) (eV) = 4.53 / 5.47
- HOMO (alpha / beta) (eV) = -0.6 / -1.6
- multiplicity = 2
- energy relative to the best compared isomer or geometry (same formula, charge and spin) (eV) = 0.0000

Positions of all 66 atoms, in Å:
1 Pt -0.27 -0.51 -2.48
2 S -0.11 -3.79 -5.73
3 C -0.09 -2.55 -4.62
4 S -1.45 -1.56 -4.23
5 S 1.24 -2.12 -3.61
6 O -3.14 3.81 -1.49
7 C -2.05 3.23 -1.59
8 O -1.64 2.15 -1.15
9 C 0.34 3.46 -2.08
10 C 1.04 3.98 -0.99
11 C 2.30 3.48 -0.72
12 C 2.82 2.49 -1.54
13 C 2.04 2.04 -2.60
14 N 0.82 2.52 -2.87
15 H 0.58 4.75 -0.38
16 H 2.87 3.85 0.12
17 H 3.80 2.06 -1.36
18 H 2.39 1.25 -3.26
19 C -2.43 5.64 -3.41
20 C -1.06 5.09 -3.10
21 O -0.06 5.63 -3.55
22 N -0.96 3.97 -2.32
23 Te 0.19 0.20 -0.05
24 C 1.69 -0.93 1.03
25 C 2.80 -1.52 0.41
26 C 3.08 -1.44 -1.06
27 C 3.72 -2.22 1.18
28 C 3.60 -2.34 2.55
29 C 4.61 -3.11 3.37
30 C 2.53 -1.70 3.17
31 C 1.59 -0.98 2.44
32 C 0.52 -0.28 3.23
33 C -1.47 -0.89 0.75
34 C -1.58 -2.28 0.58
35 C -0.55 -3.12 -0.12
36 C -2.71 -2.93 1.08
37 C -3.73 -2.25 1.71
38 C -4.97 -2.97 2.20
39 C -3.60 -0.88 1.87
40 C -2.49 -0.18 1.41
41 C -2.47 1.31 1.63
42 H -2.29 6.52 -4.03
43 H -2.97 5.86 -2.49
44 H -3.03 4.90 -3.94
45 H 2.45 -0.71 -1.57
46 H 2.90 -2.40 -1.55
47 H 4.13 -1.17 -1.22
48 H 4.56 -2.69 0.68
49 H 5.31 -3.64 2.73
50 H 4.12 -3.84 4.02
51 H 5.19 -2.44 4.01
52 H 2.43 -1.74 4.25
53 H 0.76 -0.31 4.29
54 H -0.46 -0.74 3.09
55 H 0.42 0.76 2.92
56 H -0.41 -2.78 -1.15
57 H -0.86 -4.16 -0.14
58 H 0.43 -3.06 0.37
59 H -2.79 -4.00 0.94
60 H -4.82 -4.05 2.17
61 H -5.83 -2.73 1.56
62 H -5.22 -2.68 3.22
63 H -4.39 -0.32 2.37
64 H -3.05 1.55 2.53
65 H -2.88 1.83 0.77
66 H -1.45 1.69 1.75

Atomic partial charges in e from the Mulliken method, atoms 1 to 5: atom 1 (Pt): 1.1707, atom 2 (S): -0.4553, atom 3 (C): 0.0482, atom 4 (S): -0.4501, atom 5 (S): -0.4800